# C21H56BClFIN22O14P

A cluster of 11 separate species, C21H56BClFIN22O14P in total at a distorted geometry (wB97M-V/def2-TZVPD, the OMol25 dataset).

Each line ends with the Mulliken charge.
CARTESIAN COORDINATES (ANGSTROEM)
C: 6.50 -2.96 4.29  -0.888
C: 5.21 -2.71 3.38  0.136
C: 4.91 -1.17 3.46  -0.769
F: 4.71 -0.86 4.83  -0.365
N: 3.65 -0.80 2.75  0.407
C: 2.49 -1.16 3.38  -1.208
C: 1.18 -0.87 2.81  0.335
B: -0.09 -1.42 3.70  0.311
O: -0.76 -0.54 4.56  -0.644
N: -0.39 -2.87 3.55  0.287
C: -1.60 -3.10 2.72  -0.782
C: -0.45 -3.56 4.87  -1.128
C: 1.08 -0.15 1.53  1.113
C: -0.30 0.19 0.90  -0.361
O: -0.64 1.32 0.73  -0.616
O: -1.21 -0.81 0.56  -0.372
C: 2.37 0.23 0.86  0.367
P: 2.44 1.13 -0.84  -0.013
O: 1.49 2.50 -0.72  -0.474
I: 1.50 -0.47 -2.49  -0.039
C: 3.62 -0.14 1.54  0.429
Cl: 5.14 0.29 0.69  -0.142
H: 7.14 -2.03 4.25  0.410
H: 7.11 -3.82 3.91  -0.062
H: 6.21 -3.09 5.36  0.284
H: 5.49 -2.99 2.34  0.342
H: 4.36 -3.34 3.76  0.238
H: 5.76 -0.52 3.12  0.537
H: 2.56 -1.71 4.35  0.664
H: -0.65 -0.80 5.49  0.361
H: -1.98 -4.14 2.90  0.424
H: -2.41 -2.33 2.90  0.314
H: -1.27 -3.07 1.65  -0.019
H: 0.12 -3.00 5.67  0.403
H: 0.13 -4.53 4.74  0.318
H: -1.48 -3.84 5.19  0.358
H: -2.05 -0.65 1.02  0.328
H: 1.01 2.68 -1.56  0.375
C: -3.96 2.75 -0.82  0.614
O: -4.43 1.63 -0.70  -0.697
N: -2.65 3.02 -0.61  -0.174
N: -4.71 3.83 -1.17  -0.273
H: -2.24 3.94 -0.70  0.162
H: -2.06 2.25 -0.35  0.146
H: -5.69 3.68 -1.34  0.180
H: -4.34 4.76 -1.27  0.149
C: -2.43 2.79 -4.67  0.593
O: -1.54 2.96 -3.84  -0.682
N: -2.19 2.75 -6.00  -0.318
N: -3.73 2.61 -4.33  -0.238
H: -2.91 2.60 -6.70  0.155
H: -1.24 2.87 -6.30  0.216
H: -3.96 2.63 -3.35  0.173
H: -4.47 2.46 -4.99  0.112
C: 4.27 -6.23 3.30  0.736
O: 3.99 -5.24 3.97  -0.733
N: 5.35 -7.00 3.55  -0.307
N: 3.52 -6.63 2.24  -0.296
H: 5.60 -7.81 3.02  0.177
H: 5.93 -6.74 4.33  0.196
H: 2.70 -6.09 2.02  0.096
H: 3.73 -7.44 1.68  0.136
C: 4.03 2.97 -4.11  0.621
O: 2.98 2.63 -3.58  -0.561
N: 5.02 2.08 -4.41  -0.385
N: 4.29 4.26 -4.45  -0.409
H: 5.88 2.34 -4.84  0.164
H: 4.85 1.12 -4.18  0.212
H: 3.58 4.94 -4.24  0.223
H: 5.14 4.56 -4.88  0.156
C: -8.74 4.95 -1.35  0.683
O: -8.44 5.75 -2.22  -0.648
N: -8.38 3.63 -1.42  -0.390
N: -9.45 5.29 -0.25  -0.419
H: -8.61 2.95 -0.71  0.161
H: -7.85 3.34 -2.22  0.199
H: -9.73 6.25 -0.17  0.222
H: -9.71 4.64 0.48  0.162
C: 2.32 0.44 7.33  0.649
O: 1.48 -0.40 7.01  -0.639
N: 2.32 1.06 8.53  -0.420
N: 3.32 0.81 6.49  -0.322
H: 2.99 1.75 8.81  0.152
H: 1.59 0.81 9.18  0.248
H: 3.35 0.36 5.59  0.206
H: 4.02 1.50 6.71  0.169
C: -5.76 3.20 -7.75  0.612
O: -5.30 2.10 -7.47  -0.695
N: -5.88 4.19 -6.83  -0.137
N: -6.17 3.53 -9.00  -0.392
H: -6.25 5.10 -7.04  0.167
H: -5.59 3.98 -5.89  0.102
H: -6.10 2.82 -9.71  0.226
H: -6.55 4.43 -9.24  0.178
C: 0.22 -5.36 -0.80  0.529
O: 0.69 -6.45 -0.52  -0.662
N: 0.15 -4.34 0.10  -0.157
N: -0.26 -5.07 -2.04  -0.358
H: -0.23 -3.43 -0.12  0.115
H: 0.49 -4.51 1.02  0.072
H: -0.22 -5.79 -2.73  0.215
H: -0.64 -4.17 -2.29  0.168
C: 8.91 -7.20 2.97  0.609
O: 7.83 -7.49 3.46  -0.629
N: 9.86 -8.13 2.70  -0.417
N: 9.25 -5.92 2.66  -0.341
H: 10.76 -7.91 2.31  0.162
H: 9.64 -9.08 2.92  0.229
H: 8.58 -5.20 2.84  0.207
H: 10.14 -5.66 2.26  0.169
C: -8.34 6.94 -6.26  0.711
O: -8.17 5.89 -6.88  -0.730
N: -8.24 7.01 -4.91  -0.266
N: -8.64 8.12 -6.88  -0.402
H: -8.36 7.85 -4.38  0.139
H: -8.02 6.15 -4.43  0.180
H: -8.72 8.10 -7.88  0.226
H: -8.78 8.98 -6.40  0.158

Computed properties:
LUMO, eV: -4.13
Net charge: +1
Multiplicity: 1
HOMO level, eV: -10.597
Gap between HOMO and LUMO, Eh: 0.238

***

# C30H29BrF4N7OPS3Sr

A structure of composition C30H29BrF4N7OPS3Sr (wB97M-V/def2-TZVPD, the OMol25 dataset).

Each line ends with the Mulliken charge.
CARTESIAN COORDINATES (ANGSTROEM)
Sr: 0.68 -1.10 -1.22  1.313
S: 2.32 -1.16 1.20  -0.192
C: 3.57 -1.69 0.13  0.091
S: 3.21 -2.56 -1.33  -0.365
C: 4.90 -1.33 0.40  0.311
C: 5.99 -1.71 -0.43  0.059
N: 6.92 -1.99 -1.06  -0.651
C: 5.23 -0.45 1.47  0.090
N: 5.48 0.29 2.32  -0.666
F: -6.77 2.10 2.52  -0.332
C: -5.47 1.93 2.18  0.329
C: -4.53 2.76 2.79  0.263
F: -4.93 3.69 3.69  -0.347
C: -3.20 2.60 2.47  -0.131
F: -2.33 3.42 3.11  -0.424
C: -2.80 1.64 1.55  0.194
P: -1.04 1.49 1.06  1.146
C: -0.11 1.50 2.64  0.543
C: -0.74 1.22 3.86  -0.565
C: -0.01 1.08 5.02  -0.713
C: 1.38 1.20 5.00  -0.607
C: 2.02 1.45 3.80  -0.590
C: 1.28 1.60 2.63  -0.437
C: -0.81 3.22 0.43  0.346
C: -0.06 4.24 1.02  0.087
C: -0.01 5.50 0.45  -0.627
C: -0.71 5.78 -0.71  -0.511
C: -1.45 4.77 -1.32  -0.642
C: -1.48 3.50 -0.76  -0.678
C: -3.73 0.78 0.93  -1.117
Br: -2.17 -2.13 -1.07  -0.244
C: -5.04 0.99 1.28  0.432
F: -6.04 0.22 0.73  -0.353
H: -1.82 1.11 3.88  0.415
H: -0.52 0.86 5.95  0.377
H: 1.95 1.06 5.91  0.365
H: 3.11 1.48 3.74  0.376
H: 1.81 1.74 1.70  0.451
H: 0.46 4.04 1.95  0.422
H: 0.56 6.28 0.94  0.398
H: -0.69 6.77 -1.14  0.317
H: -2.01 4.98 -2.23  0.368
H: -2.06 2.71 -1.24  0.392
C: 2.08 3.63 -1.95  -1.225
S: 1.81 2.04 -1.20  0.946
C: 3.46 1.36 -1.38  -0.623
O: 0.96 1.30 -2.22  -0.830
H: 2.86 4.15 -1.39  0.368
H: 1.15 4.18 -1.88  0.210
H: 2.38 3.46 -2.98  0.443
H: 4.09 1.75 -0.58  0.378
H: 3.84 1.60 -2.37  0.459
H: 3.39 0.28 -1.26  -0.123
N: 0.59 -7.17 2.78  -0.784
N: 0.64 -6.17 1.82  1.150
N: 1.45 -6.21 0.79  -0.739
C: 1.16 -5.06 0.20  -0.160
N: 0.19 -4.38 0.84  0.184
N: -0.13 -5.10 1.88  -0.730
H: 1.20 -6.90 3.54  0.257
H: -0.36 -7.17 3.13  0.306
H: 1.66 -4.69 -0.68  0.519
C: -1.67 -1.48 -4.34  -1.725
C: -1.45 -2.91 -3.82  1.930
C: -2.76 -3.69 -3.94  -1.784
C: -0.40 -3.59 -4.70  -1.783
C: -0.84 -2.89 -2.42  -1.232
H: -2.05 -1.49 -5.36  0.428
H: -0.73 -0.92 -4.33  0.287
H: -2.39 -0.95 -3.71  0.370
H: -3.12 -3.72 -4.97  0.453
H: -3.54 -3.23 -3.32  0.388
H: -2.62 -4.72 -3.59  0.351
H: -0.74 -3.64 -5.74  0.429
H: -0.20 -4.61 -4.36  0.374
H: 0.55 -3.04 -4.67  0.323
H: -0.77 -3.93 -2.07  0.289

Computed properties:
LUMO, eV: 3.74
Net charge: -2
Multiplicity: 1
ΔE to the lowest compared entry with this formula, charge and spin, eV: 1.2722
HOMO level, eV: -2.368
Gap between HOMO and LUMO, Eh: 0.224

***

# C16H18Cl2PdS

A structure of composition C16H18Cl2PdS at a distorted geometry (wB97M-V/def2-TZVPD, the OMol25 dataset).

Each line ends with the natural charge from an NBO analysis.
CARTESIAN COORDINATES (ANGSTROEM)
Pd: 0.03 0.00 0.13  0.557
C: -2.00 1.05 0.91  -0.161
C: -1.05 0.92 1.96  0.004
C: -0.84 -0.48 2.19  -0.011
C: -1.66 -1.21 1.28  -0.180
C: -2.38 -0.27 0.50  0.043
C: -3.39 -0.56 -0.56  -0.649
C: -1.78 -2.71 1.25  -0.627
C: -0.06 -1.08 3.32  -0.652
C: -0.46 2.02 2.79  -0.657
C: -2.58 2.32 0.37  -0.628
H: -4.35 -0.10 -0.30  0.229
H: -3.54 -1.62 -0.69  0.225
H: -3.09 -0.13 -1.52  0.228
H: -2.29 -3.08 2.14  0.211
H: -0.79 -3.17 1.22  0.226
H: -2.34 -3.05 0.37  0.217
H: 0.99 -1.21 3.06  0.245
H: -0.47 -2.05 3.60  0.225
H: -0.11 -0.42 4.19  0.222
H: -0.86 1.99 3.81  0.211
H: -0.67 3.00 2.37  0.221
H: 0.63 1.90 2.86  0.230
H: -3.67 2.32 0.49  0.213
H: -2.37 2.42 -0.70  0.219
H: -2.18 3.19 0.88  0.223
Cl: 0.03 0.00 -2.30  0.081
C: 1.71 0.00 -2.72  -0.065
C: 2.02 0.01 -4.07  -0.225
C: 3.34 0.01 -4.48  -0.224
C: 4.34 0.00 -3.52  -0.214
C: 4.02 -0.01 -2.18  -0.045
Cl: 5.31 -0.02 -1.03  0.024
C: 2.69 -0.01 -1.72  -0.216
S: 2.38 -0.01 0.00  -0.179
H: 1.22 0.01 -4.81  0.225
H: 3.59 0.01 -5.53  0.221
H: 5.38 0.00 -3.82  0.230

Computed properties:
LUMO (spin up / spin down), eV: -0.78 / -0.78
Multiplicity: 1
HOMO level (spin up / spin down), eV: -6.832 / -6.832
Gap between HOMO and LUMO (spin up / spin down), Eh: 0.223 / 0.222

***

# C5H23N8O7

A cluster of 7 separate species, C5H23N8O7 in total at a distorted geometry (wB97M-V/def2-TZVPD, the OMol25 dataset).

Each line ends with the natural charge from an NBO analysis.
CARTESIAN COORDINATES (ANGSTROEM)
C: 1.24 1.00 -0.28  -0.218
O: -0.05 0.66 -0.69  -1.032
H: 1.74 0.15 0.17  0.087
H: 1.94 1.26 -1.07  0.095
H: 1.31 1.81 0.45  0.098
C: -2.12 -2.67 -3.98  0.733
O: -2.73 -3.24 -4.83  -0.687
N: -2.12 -1.44 -3.81  -0.802
N: -1.26 -3.17 -3.14  -0.841
H: -2.61 -0.88 -4.50  0.398
H: -1.45 -1.06 -3.16  0.405
H: -0.83 -4.08 -3.24  0.400
H: -1.12 -2.62 -2.31  0.386
C: -3.31 4.16 -1.26  0.757
O: -4.22 4.99 -1.26  -0.702
N: -3.47 2.84 -1.40  -0.843
N: -2.03 4.45 -1.19  -0.841
H: -2.64 2.30 -1.25  0.410
H: -4.40 2.46 -1.54  0.402
H: -1.90 5.43 -0.94  0.395
H: -1.28 3.79 -1.09  0.412
C: 4.71 0.56 4.64  0.738
O: 5.30 1.44 4.07  -0.665
N: 3.44 0.34 4.69  -0.833
N: 5.33 -0.34 5.33  -0.831
H: 3.21 -0.12 5.56  0.378
H: 2.82 0.70 3.99  0.426
H: 6.33 -0.29 5.37  0.410
H: 4.72 -1.05 5.71  0.375
C: -0.87 -3.72 1.01  0.726
O: -1.05 -4.82 1.45  -0.714
N: 0.31 -3.28 1.04  -0.810
N: -1.82 -2.99 0.58  -0.826
H: 0.47 -2.32 0.76  0.397
H: 1.10 -3.89 1.21  0.406
H: -1.72 -2.02 0.33  0.406
H: -2.74 -3.42 0.56  0.406
O: -2.13 1.54 3.19  -0.949
H: -1.83 1.66 2.28  0.483
H: -2.32 0.61 3.26  0.464
O: 2.77 1.49 -5.20  -0.942
H: 3.26 2.26 -4.92  0.464
H: 2.01 1.46 -4.62  0.478

Computed properties:
LUMO, eV: 2.23
Net charge: -1
Multiplicity: 1
HOMO level, eV: -4.032
Gap between HOMO and LUMO, Eh: 0.230

***

# C19H40BrFO9

A cluster of 3 separate species, C19H40BrFO9 in total at a distorted geometry (wB97M-V/def2-TZVPD, the OMol25 dataset).

Each line ends with the natural charge from an NBO analysis.
CARTESIAN COORDINATES (ANGSTROEM)
C: -6.60 3.45 0.63  -0.597
C: -6.06 2.79 -0.65  -0.460
C: -5.17 1.61 -0.29  0.087
Br: -5.89 -0.09 -0.98  -0.031
O: -3.82 1.80 -0.62  -0.505
C: -3.52 2.28 -1.85  0.992
O: -2.60 3.07 -2.01  -0.602
O: -4.27 1.78 -2.83  -0.515
C: -3.84 2.13 -4.14  -0.088
C: -4.84 1.48 -5.08  0.194
C: -6.25 2.02 -4.90  -0.654
F: -4.40 1.80 -6.36  -0.364
H: -7.06 2.71 1.27  0.208
H: -7.30 4.23 0.38  0.219
H: -5.77 3.89 1.17  0.208
H: -6.90 2.43 -1.22  0.228
H: -5.51 3.55 -1.19  0.218
H: -5.17 1.45 0.78  0.213
H: -3.86 3.20 -4.31  0.201
H: -2.86 1.71 -4.32  0.204
H: -4.81 0.40 -4.97  0.172
H: -7.00 1.24 -4.91  0.224
H: -6.35 2.54 -3.95  0.216
H: -6.45 2.74 -5.68  0.233
C: 1.03 1.03 -2.06  -0.248
O: 0.49 0.03 -1.23  -0.548
C: -0.92 0.05 -1.21  -0.094
C: -1.46 -1.27 -0.71  -0.095
O: -1.47 -2.29 -1.69  -0.540
C: -0.22 -2.89 -2.00  -0.092
C: 0.27 -3.86 -0.95  -0.093
O: 0.86 -3.15 0.13  -0.547
C: 0.98 -3.95 1.28  -0.249
H: 0.72 2.03 -1.74  0.174
H: 2.11 0.96 -2.01  0.191
H: 0.72 0.88 -3.10  0.163
H: -1.32 0.25 -2.22  0.165
H: -1.26 0.86 -0.54  0.181
H: -2.51 -1.12 -0.44  0.191
H: -0.92 -1.58 0.19  0.194
H: 0.54 -2.13 -2.21  0.197
H: -0.40 -3.45 -2.92  0.186
H: 1.02 -4.53 -1.40  0.169
H: -0.58 -4.46 -0.60  0.173
H: -0.01 -4.26 1.64  0.165
H: 1.45 -3.35 2.05  0.196
H: 1.59 -4.84 1.09  0.165
C: 7.27 -2.21 5.59  -0.246
O: 6.42 -1.29 4.94  -0.545
C: 7.09 -0.08 4.61  -0.093
C: 6.32 0.69 3.57  -0.093
O: 6.51 0.21 2.25  -0.540
C: 5.78 -0.95 1.88  -0.093
C: 4.34 -0.67 1.54  -0.095
O: 3.56 -0.55 2.72  -0.549
C: 2.31 0.04 2.46  -0.253
H: 7.67 -1.79 6.52  0.164
H: 6.68 -3.09 5.82  0.193
H: 8.10 -2.50 4.94  0.164
H: 8.10 -0.30 4.24  0.172
H: 7.18 0.53 5.52  0.167
H: 6.71 1.71 3.56  0.186
H: 5.26 0.74 3.82  0.199
H: 5.87 -1.73 2.63  0.196
H: 6.27 -1.31 0.97  0.186
H: 3.94 -1.50 0.94  0.173
H: 4.27 0.25 0.95  0.172
H: 2.44 1.06 2.08  0.164
H: 1.76 0.09 3.40  0.188
H: 1.74 -0.55 1.74  0.178

Computed properties:
SMILES string: CC[C@@H](Br)OC(=O)OC[C@@H](C)F.COCCOCCOC.COCCOCCOC
LUMO, eV: 0.62
Multiplicity: 1
HOMO level, eV: -9.142
Gap between HOMO and LUMO, Eh: 0.359

***

# C16H32Cl2NiO8S4

A structure of composition C16H32Cl2NiO8S4 at a distorted geometry (wB97M-V/def2-TZVPD, the OMol25 dataset).

Each line ends with the natural charge from an NBO analysis.
CARTESIAN COORDINATES (ANGSTROEM)
Ni: -0.93 -0.72 -0.24  1.480
Cl: -0.84 -1.91 -2.26  -0.809
Cl: -2.93 0.47 -0.18  -0.807
C: -0.99 2.53 -4.28  -0.412
C: -0.72 3.49 -3.13  -0.408
C: 0.63 3.08 -2.55  -0.671
S: 0.58 1.30 -2.57  2.219
O: 0.11 0.87 -1.28  -1.016
O: 1.78 0.79 -3.12  -0.935
C: -0.77 1.14 -3.75  -0.669
H: -0.33 2.74 -5.14  0.208
H: -2.00 2.68 -4.67  0.233
H: -1.50 3.32 -2.37  0.223
H: -0.73 4.54 -3.40  0.226
H: 0.89 3.48 -1.57  0.247
H: 1.41 3.32 -3.27  0.240
H: -1.62 0.76 -3.18  0.285
H: -0.45 0.39 -4.48  0.267
C: 1.78 2.88 1.28  -0.413
C: 0.57 3.79 1.48  -0.410
C: -0.66 2.91 1.53  -0.675
S: -0.09 1.42 2.35  2.208
O: -0.31 0.31 1.47  -1.007
O: -0.60 1.34 3.69  -0.937
C: 1.65 1.81 2.35  -0.673
H: 2.73 3.40 1.39  0.228
H: 1.79 2.42 0.28  0.232
H: 0.45 4.59 0.75  0.224
H: 0.66 4.29 2.45  0.209
H: -1.04 2.58 0.57  0.277
H: -1.43 3.34 2.15  0.255
H: 2.24 0.92 2.14  0.276
H: 1.88 2.18 3.35  0.241
C: 3.39 -3.49 -1.72  -0.409
C: 4.30 -3.49 -0.49  -0.402
C: 3.53 -2.73 0.60  -0.670
S: 2.55 -1.50 -0.26  2.192
O: 3.16 -0.19 -0.11  -0.961
O: 1.17 -1.67 0.14  -0.976
C: 2.83 -2.10 -1.91  -0.687
H: 2.56 -4.19 -1.59  0.222
H: 3.93 -3.82 -2.61  0.229
H: 5.26 -3.01 -0.70  0.212
H: 4.47 -4.52 -0.19  0.226
H: 4.06 -2.20 1.38  0.251
H: 2.81 -3.44 1.02  0.250
H: 3.59 -1.42 -2.30  0.247
H: 1.93 -1.99 -2.51  0.302
C: -4.66 -1.72 2.31  -0.403
C: -3.53 -0.91 2.96  -0.439
C: -2.48 -1.91 3.38  -0.667
S: -2.32 -2.92 1.92  2.208
O: -2.03 -4.28 2.27  -0.928
O: -1.45 -2.24 1.00  -1.014
C: -4.01 -2.71 1.34  -0.672
H: -5.32 -1.04 1.77  0.241
H: -5.20 -2.29 3.07  0.204
H: -3.89 -0.26 3.75  0.228
H: -3.12 -0.22 2.21  0.260
H: -2.84 -2.56 4.17  0.233
H: -1.50 -1.49 3.62  0.266
H: -4.42 -3.72 1.41  0.245
H: -3.98 -2.41 0.30  0.278

Computed properties:
Expectation value of S²: 2.004
LUMO (spin up / spin down), eV: 0.38 / 0.38
Multiplicity: 3
ΔE to the lowest compared entry with this formula, charge and spin, eV: 0.0000
HOMO level (spin up / spin down), eV: -8.597 / -8.623
Gap between HOMO and LUMO (spin up / spin down), Eh: 0.330 / 0.331

***

# C3H7NO3

A cluster of 2 separate species, C3H7NO3 in total at a distorted geometry (wB97M-V/def2-TZVPD, the OMol25 dataset).

Each line ends with the natural charge from an NBO analysis.
CARTESIAN COORDINATES (ANGSTROEM)
O: -1.60 0.15 1.06  -0.589
C: -0.84 -0.23 0.15  0.695
N: 0.54 -0.11 -0.08  -0.714
C: 1.38 -0.56 -1.09  0.542
O: 1.23 -0.29 -2.31  -0.530
C: -1.46 -0.82 -0.98  -0.740
H: 0.99 0.24 0.89  0.447
H: 2.23 -1.13 -0.68  0.134
H: -1.47 -1.94 -0.87  0.237
H: -1.09 -0.52 -1.92  0.252
H: -2.54 -0.60 -0.82  0.248
H: 1.24 2.04 3.00  0.481
H: 0.19 0.86 2.88  0.492
O: 0.65 1.57 2.45  -0.954

Computed properties:
SMILES string: CC(=O)NC=O.O
LUMO, eV: 0.41
Multiplicity: 1
ΔE to the lowest compared entry with this formula, charge and spin, eV: 2.2276
HOMO level, eV: -10.228
Gap between HOMO and LUMO, Eh: 0.391

***

# C2H5N3S

An isolated molecule of C2H5N3S (wB97M-V/def2-TZVPD, the OMol25 dataset).

Each line ends with the natural charge from an NBO analysis.
CARTESIAN COORDINATES (ANGSTROEM)
C: -1.32 -0.41 0.00  0.275
C: 1.10 -0.40 0.00  0.285
H: 1.17 2.06 0.01  0.158
H: -1.18 -1.52 0.02  0.162
H: -3.18 -0.44 -0.02  0.350
H: 0.95 -1.49 0.01  0.163
H: 2.96 -0.47 -0.01  0.357
N: -0.12 0.27 -0.01  -0.563
N: -2.42 0.22 0.00  -0.676
N: 2.21 0.20 0.00  -0.702
S: -0.18 2.00 0.00  0.190

Computed properties:
SMILES string: [H]/N=C/N(S)/C=N/[H]
LUMO, eV: 0.69
Multiplicity: 1
ΔE to the lowest compared entry with this formula, charge and spin, eV: 1.5048
HOMO level, eV: -8.588
Gap between HOMO and LUMO, Eh: 0.341

***

no.,electronic energy (a.u.)
1,-4315.981937
2,-6159.215571
3,-2066.929547
4,-1169.101357
5,-4098.871434
6,-5252.292948
7,-398.955797
8,-641.628735